(1)
Molecular formula: CH10O3
Method: DFT, wB97M-V/def2-TZVPD

Geometry as XYZ:
```
14
Properties=species:S:1:pos:R:3
C 2.19 -0.25 -0.99
H 1.57 0.26 -0.26
H 1.51 -0.83 -1.62
H 2.88 -1.00 -0.67
H 2.46 0.59 -1.63
O -0.39 -0.57 1.52
H 0.32 -0.07 1.92
H -1.15 -0.03 1.66
O -1.49 2.62 1.07
H -2.17 2.09 0.83
H -0.75 2.18 0.68
O -1.82 -2.00 -0.81
H -1.64 -1.59 -1.61
H -1.52 -1.40 -0.09
```

Values from the calculation:
E, Ha: -269.7790
SMILES: C.O.O.O
Largest force on an atom, eV Å⁻¹: 4.21
Orbital gap, eV: 11.57
Energy above the lowest of the compared OMol25 structures with the same formula, charge and spin, kcal per mole: 23.0

(2)
Molecular formula: CH10O5
Method: DFT, wB97M-V/def2-TZVPD

Geometry as XYZ:
```
16
Properties=species:S:1:pos:R:3
C -0.08 -1.57 -1.10
O -0.25 -1.14 -2.21
H -0.45 -2.56 -0.80
H 0.49 -1.06 -0.31
O 0.92 1.46 -2.18
H 0.47 0.60 -2.18
H 1.85 1.24 -2.19
O -0.44 2.37 0.05
H 0.12 2.12 -0.72
H -1.08 3.02 -0.24
O -0.33 -2.31 1.82
H -0.37 -1.34 1.91
H -1.04 -2.65 2.36
O 0.09 0.27 1.72
H -0.15 1.13 1.41
H 0.26 0.41 2.64
```

Values from the calculation:
E, Ha: -420.2828
SMILES: C=O.O.O.O.O
Largest force on an atom, eV Å⁻¹: 1.17
Orbital gap, eV: 11.01
Energy above the lowest of the compared OMol25 structures with the same formula, charge and spin, kcal per mole: 0.0

(3)
Molecular formula: CH10O5
Method: DFT, wB97M-V/def2-TZVPD

Geometry as XYZ:
```
16
Properties=species:S:1:pos:R:3
C 1.80 -0.60 2.07
O 2.34 -1.47 1.47
H 1.88 0.44 1.76
H 0.96 -0.68 2.83
O -1.94 -0.12 0.28
H -2.34 -0.97 0.09
H -1.06 -0.28 0.62
O -0.37 -2.15 -0.09
H 0.01 -2.55 -0.87
H -0.88 -2.67 0.52
O 1.57 2.18 -0.63
H 1.14 2.86 -0.11
H 0.79 1.96 -1.21
O -1.07 1.59 -2.25
H -1.66 1.45 -1.50
H -1.17 1.01 -2.99
```

Values from the calculation:
E, Ha: -420.2405
SMILES: C=O.O.O.O.O
Largest force on an atom, eV Å⁻¹: 2.16
Orbital gap, eV: 10.22
Energy above the lowest of the compared OMol25 structures with the same formula, charge and spin, kcal per mole: 26.5

(4)
Molecular formula: CH11MnN2
Method: DFT, wB97M-V/def2-TZVPD

Geometry as XYZ:
```
15
Properties=species:S:1:pos:R:3
C 1.02 -1.31 -1.50
Mn -0.08 0.33 -0.81
N -0.89 1.52 1.02
H -0.81 1.87 -1.72
H -1.56 0.93 1.52
H -1.03 1.97 -0.95
H 0.97 -1.03 -2.57
H 0.53 -2.28 -1.34
H 2.05 -1.29 -1.14
H -0.12 1.71 1.66
H -1.37 2.42 0.91
N 0.26 -1.00 1.00
H 1.24 -1.27 1.06
H -0.23 -1.89 0.90
H 0.02 -0.68 1.95
```

Values from the calculation:
E, Ha: -1304.9974
Spin multiplicity: 6
Largest force on an atom, eV Å⁻¹: 1.55
Orbital gap (spin up / spin down), eV: 3.42 / 4.35
Energy above the lowest of the compared OMol25 structures with the same formula, charge and spin, kcal per mole: 7.2
Total charge: -1
<S²>: 9.005

(5)
Molecular formula: CH11N2Si2
Method: DFT, wB97M-V/def2-TZVPD

Geometry as XYZ:
```
16
Properties=species:S:1:pos:R:3
C 0.00 -0.22 0.02
N 0.36 1.67 -0.21
N 1.40 -0.27 0.55
Si -0.17 -0.84 -1.69
Si -1.38 -0.25 1.39
H 0.20 1.98 -1.24
H -0.40 2.19 0.26
H 1.64 -1.14 1.08
H 1.76 0.56 1.08
H 2.02 -0.27 -0.37
H -1.41 -1.65 -1.63
H -0.17 0.36 -2.42
H 1.15 -1.54 -1.76
H -0.72 0.49 2.41
H -1.68 -1.62 1.77
H -2.60 0.54 0.77
```

Values from the calculation:
E, Ha: -732.8034
Largest force on an atom, eV Å⁻¹: 5.51
Orbital gap, eV: 10.59
Energy above the lowest of the compared OMol25 structures with the same formula, charge and spin, kcal per mole: 64.0
Total charge: +1

(6)
Molecular formula: CH11N3O3
Method: DFT, wB97M-V/def2-TZVPD

Geometry as XYZ:
```
18
Properties=species:S:1:pos:R:3
N 0.60 0.88 0.10
C 0.89 -0.12 0.84
N 0.11 -1.17 1.15
N 2.22 -0.13 1.52
H 1.31 1.59 0.08
H 0.54 -1.94 1.61
H -0.91 -1.20 1.13
H 2.73 0.42 0.84
H 2.47 -1.10 1.29
O -2.78 -0.88 1.09
H -2.59 -0.21 0.41
H -3.73 -1.01 0.97
O 1.38 -0.35 -3.52
H 2.15 0.16 -3.27
H 0.70 -0.05 -2.92
O -1.98 1.55 -0.34
H -2.02 2.47 -0.58
H -1.11 1.09 -0.39
```

Values from the calculation:
E, Ha: -434.6858
SMILES: N=C(N)N.O.O.O
Largest force on an atom, eV Å⁻¹: 3.16
Orbital gap, eV: 10.19
Energy above the lowest of the compared OMol25 structures with the same formula, charge and spin, kcal per mole: 21.9

(7)
Molecular formula: CH11NO3
Method: DFT, wB97M-V/def2-TZVPD

Geometry as XYZ:
```
16
Properties=species:S:1:pos:R:3
C -1.43 -0.30 -2.10
N -1.23 0.87 -1.21
H -2.42 -0.70 -1.98
H -1.30 0.01 -3.14
H -0.59 -0.98 -1.97
H -0.66 0.56 -0.42
H -2.09 1.08 -0.74
O 1.08 -2.10 3.98
H 0.69 -1.60 4.69
H 0.46 -2.76 3.73
O 1.27 -0.04 1.31
H 1.73 0.13 0.51
H 1.60 -0.87 1.73
O 1.25 2.00 -1.45
H 0.31 1.74 -1.39
H 1.33 2.95 -1.56
```

Values from the calculation:
E, Ha: -325.1487
SMILES: CN.O.O.O
Largest force on an atom, eV Å⁻¹: 2.28
Orbital gap, eV: 10.69
Energy above the lowest of the compared OMol25 structures with the same formula, charge and spin, kcal per mole: 19.7

(8)
Molecular formula: CH11NO4
Method: DFT, wB97M-V/def2-TZVPD

Geometry as XYZ:
```
17
Properties=species:S:1:pos:R:3
C -0.15 1.18 1.39
N -0.12 1.39 -0.02
H 0.59 0.41 1.61
H -0.11 2.07 2.03
H -1.16 0.81 1.57
H -0.93 0.92 -0.46
H -3.24 -0.02 -0.36
O -2.34 0.27 -0.13
H -0.18 -1.64 -0.57
H -1.39 -0.96 0.07
O -0.55 -1.44 0.31
H 2.87 -0.71 0.31
H 0.79 1.06 -0.40
O 1.98 -0.31 0.25
H 1.61 -0.70 -1.12
H 1.39 -1.26 -2.64
O 0.95 -1.08 -1.82
```

Values from the calculation:
E, Ha: -400.1056
Largest force on an atom, eV Å⁻¹: 2.76
Orbital gap, eV: 4.70
Energy above the lowest of the compared OMol25 structures with the same formula, charge and spin, kcal per mole: 198.3

(9)
Molecular formula: CH11NO4
Method: DFT, wB97M-V/def2-TZVPD

Geometry as XYZ:
```
17
Properties=species:S:1:pos:R:3
C -3.70 -0.72 1.00
N -2.46 -0.96 0.60
H -4.31 0.23 0.66
H -4.14 -1.28 1.84
H -2.13 -1.86 0.90
O 1.80 1.41 2.65
H 1.09 0.79 2.67
H 2.29 1.38 1.83
O 3.44 1.35 -1.58
H 3.69 2.31 -1.86
H 2.70 1.05 -2.16
O 0.16 -1.50 -0.15
H 1.03 -1.39 0.16
H -0.63 -1.30 0.33
O 0.72 0.26 -2.55
H 0.64 -0.40 -1.79
H -0.18 0.63 -2.55
```

Values from the calculation:
E, Ha: -400.3444
SMILES: C=N.O.O.O.O
Largest force on an atom, eV Å⁻¹: 4.33
Orbital gap, eV: 11.16
Energy above the lowest of the compared OMol25 structures with the same formula, charge and spin, kcal per mole: 48.4

(10)
Molecular formula: CH11NO5
Method: DFT, wB97M-V/def2-TZVPD

Geometry as XYZ:
```
18
Properties=species:S:1:pos:R:3
N -1.74 -1.84 -0.03
C -0.78 -2.39 -0.81
O 0.13 -3.06 -0.38
H -2.29 -1.03 -0.24
H -1.76 -2.13 0.93
H -0.74 -2.06 -1.86
O 1.09 0.33 1.22
H 1.59 1.12 1.45
H 1.38 -0.47 1.65
O 0.36 2.91 1.55
H 0.01 3.39 2.31
H -0.24 3.10 0.84
O -1.63 1.14 0.28
H -0.88 0.52 0.29
H -1.21 1.93 -0.06
O 2.38 -0.32 -2.66
H 2.73 -1.13 -2.30
H 1.60 -0.01 -2.20
```

Values from the calculation:
E, Ha: -475.6462
SMILES: NC=O.O.O.O.O
Largest force on an atom, eV Å⁻¹: 1.47
Orbital gap, eV: 10.33
Energy above the lowest of the compared OMol25 structures with the same formula, charge and spin, kcal per mole: 26.3

(11)
Molecular formula: CH11NO5
Method: DFT, wB97M-V/def2-TZVPD

Geometry as XYZ:
```
18
Properties=species:S:1:pos:R:3
N 2.43 -2.25 0.16
C 1.76 -2.38 -1.09
O 1.12 -1.42 -1.50
H 2.25 -3.09 0.76
H 2.34 -1.27 0.44
H 2.01 -3.30 -1.68
O -2.32 -1.04 0.61
H -1.74 -1.41 -0.05
H -1.80 -0.41 1.27
O 0.50 0.39 1.53
H 0.40 0.87 0.75
H 0.53 1.19 2.18
O -2.27 3.51 0.11
H -3.26 3.45 -0.10
H -2.00 4.42 0.12
O 0.25 1.20 -1.13
H 0.54 0.29 -1.22
H -0.73 1.24 -1.16
```

Values from the calculation:
E, Ha: -475.6376
SMILES: NC=O.O.O.O.O
Largest force on an atom, eV Å⁻¹: 4.20
Orbital gap, eV: 11.14
Energy above the lowest of the compared OMol25 structures with the same formula, charge and spin, kcal per mole: 31.7

(12)
Molecular formula: CH12F3O9PtS
Method: DFT, wB97M-V/def2-TZVPD

Geometry as XYZ:
```
27
Properties=species:S:1:pos:R:3
Pt -0.74 0.51 0.37
C 2.95 -1.27 -1.01
F 3.02 -1.27 0.33
F 3.14 -0.02 -1.45
F 3.89 -2.04 -1.52
S 1.27 -1.86 -1.62
O 1.16 -3.24 -1.20
O 0.36 -0.92 -0.94
O 1.25 -1.67 -3.06
O 0.56 1.74 -1.24
H 1.45 2.03 -1.03
H 0.35 2.19 -2.07
O -2.22 0.65 2.10
H -3.15 0.58 2.36
H -1.73 0.66 2.93
O -2.35 -0.57 -0.77
H -2.13 -1.19 -1.49
H -3.29 -0.70 -0.60
O -0.27 -1.30 1.64
H 0.63 -1.67 1.72
H -0.86 -2.02 1.92
O -2.07 2.36 -0.22
H -2.54 2.34 -1.06
H -2.55 2.99 0.33
O 0.92 1.23 1.73
H 1.29 0.75 2.49
H 1.67 1.72 1.36
```

Values from the calculation:
E, Ha: -1539.2190
Spin multiplicity: 3
Largest force on an atom, eV Å⁻¹: 2.28
Orbital gap (spin up / spin down), eV: 8.37 / 7.52
Energy above the lowest of the compared OMol25 structures with the same formula, charge and spin, kcal per mole: 10.7
Total charge: +1
<S²>: 2.002

(13)
Molecular formula: CH12N3O3
Method: DFT, wB97M-V/def2-TZVPD

Geometry as XYZ:
```
19
Properties=species:S:1:pos:R:3
N -1.61 -1.96 -0.74
C -0.45 -1.30 -0.72
N 0.67 -1.89 -0.30
N -0.43 -0.01 -1.04
H -1.81 -2.89 -0.42
H -2.39 -1.65 -1.30
H 1.36 -1.27 0.10
H 0.62 -2.87 -0.07
H 0.43 0.55 -0.97
H -1.35 0.41 -1.03
H 2.37 1.68 2.95
H 3.31 2.50 2.02
O 2.93 1.62 2.18
H -3.71 2.04 -0.40
H -3.87 0.70 0.43
O -3.29 1.23 -0.11
H 2.52 0.72 0.54
H 2.65 1.49 -0.80
O 2.06 0.91 -0.31
```

Values from the calculation:
E, Ha: -435.1111
Largest force on an atom, eV Å⁻¹: 1.44
Orbital gap, eV: 11.90
Energy above the lowest of the compared OMol25 structures with the same formula, charge and spin, kcal per mole: 3.8
Total charge: +1

(14)
Molecular formula: CH12N6
Method: DFT, wB97M-V/def2-TZVPD

Geometry as XYZ:
```
19
Properties=species:S:1:pos:R:3
C -1.06 1.58 0.09
N 1.53 1.63 0.11
N 1.97 0.26 0.28
N -1.64 0.67 0.88
N -0.65 1.37 -1.15
H 2.22 2.23 0.56
H -0.86 2.55 0.52
H 2.58 -0.02 -0.49
H 2.52 0.13 1.14
H -1.72 0.88 1.86
H -1.62 -0.32 0.62
H -0.71 0.40 -1.45
H 0.54 1.63 -1.04
N -1.25 -2.08 -0.11
N 0.05 -1.86 -0.70
H -1.21 -2.85 0.55
H -1.86 -2.39 -0.86
H 0.60 -2.72 -0.58
H 0.55 -1.10 -0.21
```

Values from the calculation:
E, Ha: -373.6819
Largest force on an atom, eV Å⁻¹: 1.23
Orbital gap, eV: 7.42
Energy above the lowest of the compared OMol25 structures with the same formula, charge and spin, kcal per mole: 25.0

(15)
Molecular formula: CH12NaO9
Method: DFT, wB97M-V/def2-TZVPD

Geometry as XYZ:
```
23
Properties=species:S:1:pos:R:3
Na -0.12 -0.37 0.61
C -0.95 1.93 -2.32
O -2.17 2.23 -2.49
O -0.05 1.99 -3.24
O -0.55 1.41 -1.13
O -1.14 -1.26 -2.44
H -0.47 -1.37 -3.12
H -0.94 -0.38 -2.04
O 1.91 0.33 2.03
H 1.99 1.00 2.72
H 2.76 -0.12 2.01
O -1.04 -1.60 2.87
H -1.98 -1.80 2.94
H -0.63 -2.46 2.69
O 2.05 0.92 -1.36
H 2.42 1.72 -1.73
H 1.06 1.02 -1.52
O 0.76 -2.67 -0.04
H 0.99 -3.10 -0.87
H 0.79 -3.37 0.62
O -1.50 1.68 1.70
H -1.25 2.60 1.55
H -1.91 1.67 2.57
```

Values from the calculation:
E, Ha: -884.8336
Largest force on an atom, eV Å⁻¹: 1.32
Orbital gap, eV: 2.93
Energy above the lowest of the compared OMol25 structures with the same formula, charge and spin, kcal per mole: 67.8
Total charge: -1

(16)
Molecular formula: CH12O4
Method: DFT, wB97M-V/def2-TZVPD

Geometry as XYZ:
```
17
Properties=species:S:1:pos:R:3
C -1.91 -1.24 -0.13
H -1.26 -2.15 -0.17
H -1.34 -0.50 0.26
H -2.65 -1.40 0.63
H -2.36 -1.14 -1.04
O 0.72 0.18 2.07
H 0.01 0.08 2.68
H 1.14 -0.73 1.94
O 0.18 0.84 -1.81
H 0.77 1.52 -2.17
H 0.03 1.34 -1.02
O 1.63 -1.23 -0.87
H 1.05 -0.68 -1.50
H 2.56 -1.14 -1.29
O 0.19 2.17 0.58
H 0.37 1.36 0.94
H 0.88 2.73 0.92
```

Values from the calculation:
E, Ha: -346.2228
SMILES: C.O.O.O.O
Largest force on an atom, eV Å⁻¹: 4.51
Orbital gap, eV: 11.13
Energy above the lowest of the compared OMol25 structures with the same formula, charge and spin, kcal per mole: 26.0

(17)
Molecular formula: CH12O4S2
Method: DFT, wB97M-V/def2-TZVPD

Geometry as XYZ:
```
19
Properties=species:S:1:pos:R:3
C -0.76 -3.77 -0.91
S 0.18 -2.30 -0.38
S -0.20 -0.93 -1.82
H -0.32 -4.60 -0.39
H -0.66 -3.85 -1.99
H -1.82 -3.68 -0.59
H -1.61 -1.15 -1.94
O 2.11 0.99 1.97
H 2.45 0.17 2.35
H 1.41 0.65 1.38
O -0.60 0.68 0.82
H -0.93 -0.11 0.36
H -1.31 0.90 1.43
O -1.60 3.73 1.40
H -1.34 4.63 1.15
H -0.74 3.31 1.28
O 1.08 3.53 0.40
H 1.15 3.20 -0.50
H 1.75 3.04 0.89
```

Values from the calculation:
E, Ha: -1142.6129
SMILES: CSS.O.O.O.O
Largest force on an atom, eV Å⁻¹: 2.32
Orbital gap, eV: 9.25
Energy above the lowest of the compared OMol25 structures with the same formula, charge and spin, kcal per mole: 17.5